1.
DFT (wB97M-V/def2-TZVPD) results for a structure of composition C9H12NOS in a non-equilibrium geometry.

Molecular weight (g/mol): 182.3
Energy above the lowest of the compared OMol25 structures with the same formula, charge and spin (kcal/mol): 49.2
DFT total energy (a.u.): -877.9963
Orbital gap (eV): 9.7
Lowest unoccupied orbital energy (eV): -3.101
HOMO energy (eV): -12.8

Geometry as ORCA input:
```
! wB97M-V def2-TZVPD RIJCOSX def2/J DEFGRID3
* xyz 1 1
C -3.47 -0.51 0.08
C -2.87 0.12 -1.00
C -2.89 -0.42 1.32
C -1.60 0.58 -0.97
C -1.57 0.06 1.42
C -0.94 0.37 0.24
C 2.79 -0.40 -0.67
C 2.67 -1.05 0.62
C 0.91 0.87 0.28
N 1.43 0.11 -0.97
O 1.12 2.15 0.14
S 1.61 -0.06 1.75
H -4.36 -0.96 -0.10
H -3.29 0.14 -1.95
H -3.53 -0.64 2.22
H -1.04 0.90 -1.85
H -1.16 0.16 2.39
H 3.44 0.51 -0.75
H 3.03 -1.14 -1.53
H 2.14 -2.02 0.59
H 3.52 -1.21 1.22
H 1.38 0.75 -1.70
H 0.74 -0.66 -1.23
H 1.96 2.36 0.46
*
```

***

2.
DFT (wB97M-V/def2-TZVPD) results for a structure of composition H2O7P2S in a non-equilibrium geometry.

Molecular weight (g/mol): 208.0
Energy above the lowest of the compared OMol25 structures with the same formula, charge and spin (kcal/mol): 5.5
DFT total energy (a.u.): -1608.8641
Orbital gap (eV): 9.6
Lowest unoccupied orbital energy (eV): -1.197
HOMO energy (eV): -10.8

Geometry as ORCA input:
```
! wB97M-V def2-TZVPD RIJCOSX def2/J DEFGRID3
* xyz 0 1
O -3.21 -1.39 0.09
O -0.80 -1.24 0.75
O -1.58 -0.41 -1.47
O -2.09 0.95 0.51
O 2.60 1.25 0.69
O 1.95 -0.83 -0.19
O 0.24 1.11 -0.37
P -1.13 1.65 -0.60
P 1.34 0.32 0.84
S -1.92 -0.78 -0.05
H 3.19 1.01 -0.03
H 1.42 -1.66 -0.19
*
```

***

3.
DFT (wB97M-V/def2-TZVPD) results for the molecule C4H9OP in a non-equilibrium geometry.

Molecular weight (g/mol): 104.1
Energy above the lowest of the compared OMol25 structures with the same formula, charge and spin (kcal/mol): 58.0
DFT total energy (a.u.): -574.2860
Structure (SMILES): C=C[C@H](P)OC
Orbital gap (eV): 10.1
Lowest unoccupied orbital energy (eV): 0.998
HOMO energy (eV): -9.1

Geometry as ORCA input:
```
! wB97M-V def2-TZVPD RIJCOSX def2/J DEFGRID3
* xyz 0 1
C -1.92 0.72 -0.64
C -0.90 1.02 0.09
C 0.18 -2.06 0.09
C 0.36 0.26 0.23
O 0.61 -0.87 -0.52
P 1.98 1.20 -0.42
H -2.82 1.32 -0.79
H -1.92 -0.29 -1.10
H -0.63 2.03 0.52
H 0.82 -2.42 0.85
H -0.01 -2.73 -0.81
H -0.84 -1.65 0.53
H 1.76 2.50 -0.07
H 0.63 0.07 1.34
H 2.69 0.90 0.70
*
```

***

4.
DFT (wB97M-V/def2-TZVPD) results for the molecule C3H10N2O in a non-equilibrium geometry.

Molecular weight (g/mol): 90.1
Energy above the lowest of the compared OMol25 structures with the same formula, charge and spin (kcal/mol): 39.1
DFT total energy (a.u.): -305.0123
Structure (SMILES): NCCNCO
Orbital gap (eV): 10.3
Lowest unoccupied orbital energy (eV): 0.996
HOMO energy (eV): -9.4

Geometry as ORCA input:
```
! wB97M-V def2-TZVPD RIJCOSX def2/J DEFGRID3
* xyz 0 1
C -0.14 -1.02 -0.14
N 0.66 -0.35 -1.19
C 0.38 1.09 -1.16
O -0.62 1.35 -2.15
C 0.28 -0.65 1.33
N -0.84 -0.12 2.17
H -0.15 -2.11 -0.14
H -1.17 -0.71 -0.33
H 1.63 -0.51 -0.94
H 0.04 1.52 -0.22
H 1.29 1.64 -1.44
H -0.58 0.54 -2.68
H 0.71 -1.46 1.91
H 1.04 0.13 1.18
H -1.66 -0.22 1.57
H -0.86 0.90 2.23
*
```

***

5.
DFT (wB97M-V/def2-TZVPD) results for a structure of composition C34H37BInN10O6S3.

Molecular weight (g/mol): 903.6
Energy above the lowest of the compared OMol25 structures with the same formula, charge and spin (kcal/mol): 122.6
DFT total energy (a.u.): -3726.4900
Orbital gap (eV): 5.8
Lowest unoccupied orbital energy (eV): 1.637
HOMO energy (eV): -4.1

Geometry as ORCA input:
```
! wB97M-V def2-TZVPD RIJCOSX def2/J DEFGRID3
* xyz -1 1
In 0.69 0.41 -0.01
N 1.37 5.12 -0.72
C 1.56 3.76 -0.71
S 1.75 3.00 0.81
N 1.56 3.23 -1.92
N 1.71 1.89 -1.92
C 2.06 1.35 -3.03
C 2.27 2.14 -4.28
C 1.18 2.56 -5.02
C 1.36 3.28 -6.19
C 2.65 3.60 -6.62
C 3.74 3.19 -5.88
C 3.55 2.46 -4.71
C 2.34 -0.11 -3.05
C 2.76 -0.76 -4.21
C 3.04 -2.11 -4.14
C 2.88 -2.79 -2.95
C 2.43 -2.07 -1.84
N 2.18 -0.77 -1.90
H 1.66 5.61 0.12
H 1.54 5.58 -1.60
H 0.18 2.33 -4.67
H 0.50 3.61 -6.77
H 2.79 4.16 -7.54
H 4.74 3.43 -6.20
H 4.41 2.14 -4.12
H 2.86 -0.21 -5.13
H 3.37 -2.64 -5.03
H 3.10 -3.84 -2.85
H 2.29 -2.54 -0.88
C -2.00 4.08 -1.01
C -2.81 2.94 -0.48
C -4.20 2.88 -0.28
C -4.44 1.63 0.24
C -5.73 1.00 0.63
N -3.23 1.00 0.34
N -2.24 1.81 -0.12
B -3.01 -0.45 0.69
N -2.00 -0.50 2.00
N -1.21 0.66 2.36
C -0.60 0.39 3.44
C 0.27 1.38 4.14
C -0.95 -0.98 3.96
C -1.89 -1.43 2.87
C -2.62 -2.71 2.90
N -2.51 -1.29 -0.48
N -1.71 -0.74 -1.44
C -1.64 -1.61 -2.43
C -0.86 -1.29 -3.66
C -2.41 -2.75 -2.14
C -2.96 -2.51 -0.90
C -3.91 -3.39 -0.17
H -2.63 4.79 -1.55
H -1.21 3.73 -1.68
H -1.50 4.61 -0.19
H -4.93 3.65 -0.48
H -6.54 1.73 0.50
H -5.73 0.68 1.67
H -5.96 0.13 0.02
H -4.02 -0.93 1.13
H 0.61 2.12 3.41
H 1.21 -0.12 5.00
H -0.34 1.90 4.89
H -1.55 -0.86 4.87
H -2.78 -3.01 3.94
H -2.00 -3.48 2.43
H -3.57 -2.63 2.38
H -0.42 -0.30 -3.57
H -1.51 -1.29 -4.55
H -0.07 -2.02 -3.83
H -2.57 -3.63 -2.75
H -4.33 -4.11 -0.87
H -4.73 -2.83 0.27
H -3.42 -3.96 0.62
O 1.41 0.79 4.75
S 1.13 -2.11 2.87
O 0.11 -1.85 4.29
O 0.25 -2.90 2.00
C 2.14 -3.32 3.79
C 1.70 -3.88 4.98
C 2.47 -4.84 5.62
C 3.68 -5.24 5.07
C 4.12 -4.69 3.89
C 3.35 -3.73 3.23
S 3.98 -3.08 1.69
O 3.95 -4.20 0.77
O 5.30 -2.59 2.01
O 3.00 -2.03 1.38
H 0.76 -3.57 5.41
H 2.12 -5.27 6.55
H 4.28 -5.99 5.58
H 5.06 -4.99 3.44
*
```

***

6.
DFT (wB97M-V/def2-TZVPD) results for a structure of composition C5H12LaO3 in a non-equilibrium geometry.

Molecular weight (g/mol): 259.1
Energy above the lowest of the compared OMol25 structures with the same formula, charge and spin (kcal/mol): 17.6
DFT total energy (a.u.): -454.2278
Orbital gap (spin up / spin down) (eV): 8.4 / 8.4
Lowest unoccupied orbital energy (spin up / spin down) (eV): -8.696 / -8.752
HOMO energy (spin up / spin down) (eV): -17.1 / -17.1

Geometry as ORCA input:
```
! wB97M-V def2-TZVPD RIJCOSX def2/J DEFGRID3
* xyz 2 2
H -0.24 -3.10 -3.71
C -2.51 1.48 -1.25
O -1.51 1.58 -2.21
C -1.93 1.34 0.15
O -0.91 0.33 0.08
C -0.15 0.14 1.27
C 0.89 -0.92 0.98
O 2.06 -0.27 0.54
C 3.20 -1.10 0.47
La 0.04 0.68 -2.14
H -3.16 0.60 -1.44
H -3.17 2.36 -1.24
H -2.68 1.03 0.89
H -1.46 2.29 0.48
H -0.81 -0.20 2.08
H 0.27 1.10 1.61
H 0.71 -1.74 0.27
H 0.96 -1.58 1.85
H 3.88 -0.64 -0.24
H 3.52 -1.28 1.51
H 3.00 -2.10 0.06
*
```

***

7.
DFT (wB97M-V/def2-TZVPD) results for a structure of composition C23H34N2O2 in a non-equilibrium geometry.

Molecular weight (g/mol): 370.5
Energy above the lowest of the compared OMol25 structures with the same formula, charge and spin (kcal/mol): 619.9
DFT total energy (a.u.): -1155.8976
Orbital gap (eV): 8.2
Lowest unoccupied orbital energy (eV): 0.469
HOMO energy (eV): -7.8

Geometry as ORCA input:
```
! wB97M-V def2-TZVPD RIJCOSX def2/J DEFGRID3
* xyz 0 1
O 10.20 -3.17 1.03
H 10.21 -3.92 0.48
C 8.77 -2.88 1.15
H 8.88 -1.87 1.78
C 8.14 -2.54 -0.04
C 6.75 -2.42 0.40
C 5.62 -2.20 0.81
C 4.28 -1.82 0.82
C 3.25 -2.35 0.07
C 1.85 -2.00 0.51
C 1.59 -1.42 1.48
C 2.75 -0.80 2.22
C 4.00 -0.84 2.04
H 4.71 -0.74 2.58
H 2.49 -0.03 3.10
C 0.19 -0.99 2.05
N -0.60 -0.42 0.88
C -1.99 -0.48 1.08
H -2.35 0.32 1.59
C -2.79 -0.30 -0.27
N -2.20 1.02 -1.10
C -0.80 0.82 -1.03
C -0.16 0.63 0.19
H -0.33 1.41 1.05
H 1.00 0.69 -0.24
H -0.59 0.27 -1.86
H -0.49 2.14 -1.39
C -3.03 2.15 -0.98
H -2.32 2.94 -1.25
C -3.23 2.73 0.67
C -3.85 4.05 0.49
C -5.10 4.15 -0.20
C -5.03 3.55 -1.57
C -4.28 2.30 -1.50
H -4.95 1.53 -1.02
H -4.28 1.70 -2.69
H -5.92 3.63 -2.21
H -4.45 4.13 -1.91
H -5.62 5.02 -0.14
H -5.81 3.21 0.41
H -4.09 4.44 1.79
H -3.14 4.59 0.27
H -2.13 2.75 1.17
H -3.76 2.09 1.24
C -2.56 -1.48 -1.31
H -3.26 -2.16 -0.72
H -1.68 -1.59 -1.30
C -3.45 -1.09 -2.49
O -3.30 -2.38 -3.54
H -2.27 -2.74 -3.50
H -2.92 -0.37 -3.17
H -4.43 -1.03 -2.51
H -3.97 0.05 -0.24
H -2.42 -1.38 1.51
H -0.01 -0.12 2.83
H -0.45 -2.00 2.42
H 1.10 -2.36 -0.11
H 3.44 -3.05 -0.65
H 8.44 -2.06 -0.71
H 7.87 -3.80 -0.36
H 8.49 -3.53 1.87
*
```

***

8.
DFT (wB97M-V/def2-TZVPD) results for a structure of composition C4H5DyO2 in a non-equilibrium geometry.

Molecular weight (g/mol): 247.6
DFT total energy (a.u.): -1188.8180
Orbital gap (spin up / spin down) (eV): 9.8 / 4.9
Lowest unoccupied orbital energy (spin up / spin down) (eV): -18.757 / -23.234
HOMO energy (spin up / spin down) (eV): -28.5 / -28.1

Geometry as ORCA input:
```
! wB97M-V def2-TZVPD RIJCOSX def2/J DEFGRID3
* xyz 4 6
H -1.59 1.04 0.92
C 0.33 0.43 0.37
C -1.07 0.69 -0.02
O -1.40 1.00 -1.15
Dy -3.36 1.73 -2.62
H 0.84 1.23 0.92
O 0.82 -1.89 1.45
C 0.82 -0.96 0.64
C 1.24 -0.48 -0.61
H 0.38 -1.71 2.31
H 0.71 -0.88 -1.48
H 2.28 -0.19 -0.74
*
```

***

9.
DFT (wB97M-V/def2-TZVPD) results for a cluster of 2 separate species, C3H6O3 in total.

Molecular weight (g/mol): 90.1
Energy above the lowest of the compared OMol25 structures with the same formula, charge and spin (kcal/mol): 58.5
DFT total energy (a.u.): -343.5614
Structure (SMILES): COC(=O)C=O.[H][H]
Orbital gap (eV): 10.8
Lowest unoccupied orbital energy (eV): 0.719
HOMO energy (eV): -10.1

Geometry as ORCA input:
```
! wB97M-V def2-TZVPD RIJCOSX def2/J DEFGRID3
* xyz 0 1
C -1.96 -0.80 0.61
O -0.92 0.18 0.64
C 0.14 -0.07 -0.14
O 0.23 -0.96 -0.94
C 1.18 0.98 0.25
O 2.05 0.75 1.05
H -2.41 -0.84 -0.38
H -1.55 -1.77 0.88
H -2.67 -0.46 1.36
H 2.18 0.53 -1.81
H 1.04 1.98 -0.22
H 2.68 0.49 -1.28
*
```

***

10.
DFT (wB97M-V/def2-TZVPD) results for a cluster of 2 separate species, C4H6N2O8 in total in a non-equilibrium geometry.

Molecular weight (g/mol): 210.1
Energy above the lowest of the compared OMol25 structures with the same formula, charge and spin (kcal/mol): 56.2
DFT total energy (a.u.): -867.1318
Structure (SMILES): O=[N+]([O-])O/C(=C/O)[N+](=O)[O-].O=CCO
Orbital gap (eV): 8.7
Lowest unoccupied orbital energy (eV): -1.005
HOMO energy (eV): -9.7

Geometry as ORCA input:
```
! wB97M-V def2-TZVPD RIJCOSX def2/J DEFGRID3
* xyz 0 1
C 2.37 0.61 -0.80
C -2.07 -0.37 1.87
C -0.98 0.69 1.47
C 1.21 0.33 -1.58
N 0.05 1.15 -1.57
N 0.28 -1.94 -1.44
O 0.25 2.29 -1.14
O -0.16 -1.70 -0.39
O 2.62 1.65 -0.11
O -0.99 0.81 -2.15
O 0.21 -2.88 -2.11
O -1.50 -1.48 2.61
O 0.18 0.53 1.47
O 1.14 -0.94 -2.13
H 3.05 -0.11 -0.74
H -2.35 -0.79 0.90
H -2.74 0.10 2.66
H -1.68 1.57 1.33
H -0.78 -1.87 2.09
H 1.86 2.36 -0.24
*
```

***

11.
DFT (wB97M-V/def2-TZVPD) results for a cluster of 2 separate species, C4H7N3O in total in a non-equilibrium geometry.

Molecular weight (g/mol): 113.1
Energy above the lowest of the compared OMol25 structures with the same formula, charge and spin (kcal/mol): 104.2
DFT total energy (a.u.): -395.9824
Orbital gap (spin up / spin down) (eV): 8.1 / 8.1
Lowest unoccupied orbital energy (spin up / spin down) (eV): 0.379 / 0.379
HOMO energy (spin up / spin down) (eV): -7.7 / -7.7

Geometry as ORCA input:
```
! wB97M-V def2-TZVPD RIJCOSX def2/J DEFGRID3
* xyz 0 1
C 1.64 1.01 -0.69
C 2.58 -0.01 0.88
C 0.77 -0.06 -0.35
C -0.27 -0.74 -1.02
N 2.67 1.05 0.07
N 1.43 -0.66 0.67
N -1.37 0.40 1.16
O -1.86 -0.24 0.09
H 1.45 1.88 -1.38
H 3.19 -0.10 1.76
H -0.63 -0.12 -1.85
H -0.45 -1.81 -1.12
H 1.13 -1.55 1.09
H -1.94 0.07 1.91
H -1.28 1.38 1.07
*
```

***

12.
DFT (wB97M-V/def2-TZVPD) results for a cluster of 12 separate species, C14H52N8O12 in total in a non-equilibrium geometry.

Molecular weight (g/mol): 524.6
Energy above the lowest of the compared OMol25 structures with the same formula, charge and spin (kcal/mol): 129.5
DFT total energy (a.u.): -1905.3697
Structure (SMILES): NC(N)=O.NC(N)=O.NC(N)=O.NC(N)=O.CCO.CCO.CO.CO.CO.CO.CO.CO
Orbital gap (eV): 8.3
Lowest unoccupied orbital energy (eV): -0.387
HOMO energy (eV): -8.7

Geometry as ORCA input:
```
! wB97M-V def2-TZVPD RIJCOSX def2/J DEFGRID3
* xyz 0 1
C -3.83 6.95 -8.13
C -2.41 6.69 -8.59
O -2.28 5.46 -9.10
H -4.13 6.40 -7.23
H -4.51 6.62 -8.96
H -4.08 7.99 -7.82
H -1.77 6.77 -7.69
H -1.98 7.42 -9.28
H -1.42 5.28 -9.46
C 0.63 6.53 -14.42
C -0.70 7.23 -14.37
O -1.44 6.58 -13.33
H 1.09 6.28 -13.49
H 1.34 7.08 -14.96
H 0.48 5.65 -15.02
H -1.11 7.13 -15.34
H -0.51 8.29 -14.09
H -2.31 6.97 -13.36
C -0.68 10.24 -11.25
O 0.54 9.66 -11.75
N -1.78 9.63 -11.05
N -0.78 11.48 -10.88
H -1.88 8.62 -10.98
H -2.62 10.21 -10.81
H 0.05 12.07 -11.09
H -1.46 11.97 -10.32
C 0.55 6.13 -10.53
O 0.02 4.87 -10.67
N 1.64 6.39 -9.82
N 0.09 7.14 -11.17
H 1.92 5.61 -9.16
H 1.99 7.36 -9.59
H -0.65 6.87 -11.92
H 0.40 8.13 -11.25
C -1.41 3.36 -14.39
O -1.27 3.99 -15.61
N -2.09 2.30 -14.17
N -1.00 3.90 -13.37
H -2.61 1.92 -14.94
H -2.37 1.88 -13.30
H -0.84 4.87 -13.26
H -0.67 3.34 -12.59
C 1.57 4.06 -7.67
O 1.72 4.24 -6.33
N 0.44 3.71 -8.18
N 2.49 4.27 -8.56
H -0.32 3.51 -7.48
H 0.16 3.69 -9.20
H 3.40 4.57 -8.14
H 2.41 3.79 -9.48
C 2.31 3.48 -12.12
O 2.48 2.64 -10.98
H 3.05 3.26 -12.89
H 2.54 4.48 -11.83
H 1.30 3.41 -12.47
H 2.48 1.73 -11.26
C 0.95 7.30 -6.51
O 0.28 6.46 -5.63
H 1.98 6.97 -6.70
H 0.95 8.34 -6.08
H 0.55 7.42 -7.55
H 0.30 5.60 -6.04
C 3.61 8.30 -8.71
O 2.42 8.92 -9.04
H 4.15 8.03 -9.60
H 3.46 7.33 -8.12
H 4.21 8.96 -8.08
H 2.13 9.54 -8.38
C 0.19 11.32 -14.42
O 1.17 10.36 -14.22
H -0.36 10.95 -15.28
H 0.66 12.25 -14.71
H -0.48 11.48 -13.59
H 1.00 9.91 -13.39
C 3.18 8.31 -12.42
O 3.14 7.06 -11.85
H 4.06 8.50 -12.98
H 3.22 9.08 -11.66
H 2.36 8.45 -13.06
H 2.43 6.97 -11.18
C 5.11 4.84 -10.28
O 5.04 3.87 -11.29
H 6.08 5.31 -10.26
H 4.98 4.42 -9.27
H 4.33 5.60 -10.36
H 4.15 3.51 -11.29
*
```